1.
{
  "formula": "C26H53N3O7",
  "method": "the ωB97M-V functional and the def2-TZVPD basis",
  "homo_lumo_gap_ev": 8.22,
  "e_homo_ha": -0.29045,
  "smiles": "CCN(CC)CC.CCN(CC)CC.O=C1CCCO1.O=C1CCCO1.O=C1CCCO1.CC(N)=O",
  "symbols": ["C", "C", "N", "C", "C", "C", "C", "H", "H", "H", "H", "H", "H", "H", "H", "H", "H", "H", "H", "H", "H", "H", "C", "C", "N", "C", "C", "C", "C", "H", "H", "H", "H", "H", "H", "H", "H", "H", "H", "H", "H", "H", "H", "H", "O", "C", "C", "C", "C", "O", "H", "H", "H", "H", "H", "H", "O", "C", "C", "C", "C", "O", "H", "H", "H", "H", "H", "H", "O", "C", "C", "C", "C", "O", "H", "H", "H", "H", "H", "H", "C", "C", "N", "O", "H", "H", "H", "H", "H"],
  "xyz": [[2.5916, -5.4514, 4.2020], [2.9663, -4.0141, 3.6176], [1.9466, -3.7409, 2.6102], [2.2463, -4.3337, 1.3833], [1.0984, -5.0267, 0.7544], [1.2051, -2.3570, 2.6511], [2.1876, -1.3032, 2.1753], [1.6247, -5.3498, 4.6948], [3.4120, -5.8433, 4.8033], [2.3749, -6.2809, 3.5289], [2.8685, -3.3225, 4.4545], [3.9627, -3.9050, 3.1894], [2.5366, -3.5945, 0.6367], [3.0691, -5.0375, 1.5089], [0.5081, -5.6705, 1.4063], [0.5908, -4.2638, 0.1641], [1.5089, -5.6383, -0.0491], [0.7515, -2.0041, 3.5773], [0.3410, -2.3283, 1.9873], [3.1695, -1.2643, 2.6471], [1.8263, -0.2836, 2.3094], [2.4466, -1.4098, 1.1219], [-5.9497, -0.9436, 3.2411], [-4.5594, -0.4584, 3.3296], [-4.0440, -0.3279, 1.9700], [-3.8188, -1.7060, 1.4748], [-3.6690, -1.8569, 0.0081], [-2.8278, 0.5139, 1.9333], [-1.6488, 0.0728, 2.9332], [-5.9370, -2.0272, 3.1235], [-6.4580, -0.5269, 2.3716], [-6.5604, -0.6773, 4.1037], [-4.4768, 0.5427, 3.7527], [-3.9540, -1.0367, 4.0275], [-3.0263, -2.2615, 1.9763], [-4.6568, -2.3580, 1.7214], [-4.4974, -2.2668, -0.5698], [-3.4581, -1.0178, -0.6547], [-2.8906, -2.5763, -0.2462], [-3.1566, 1.4850, 2.3032], [-2.6121, 0.8538, 0.9203], [-0.9113, 0.8710, 3.0167], [-1.2022, -0.8223, 2.5001], [-2.0196, -0.1173, 3.9404], [1.8946, 0.8742, -5.7039], [0.8492, 1.3413, -6.2368], [-0.1747, 0.5968, -7.0309], [-1.1193, 1.6716, -7.6006], [-0.7669, 2.8887, -6.7366], [0.5698, 2.6593, -6.2469], [0.4274, 0.1244, -7.8071], [-0.8381, -0.0010, -6.4058], [-1.0052, 1.8486, -8.6701], [-2.1832, 1.4854, -7.7474], [-0.6132, 3.8444, -7.2378], [-1.4962, 2.9560, -5.9293], [2.6323, 1.6296, -0.6795], [3.5008, 2.0810, 0.0727], [4.5227, 1.2156, 0.7468], [4.9574, 2.1186, 1.8319], [4.5918, 3.5195, 1.3536], [3.4871, 3.3518, 0.5358], [4.0449, 0.3144, 1.1310], [5.3546, 1.0111, 0.0729], [4.3739, 2.0717, 2.7513], [5.9203, 1.8554, 2.2697], [4.2649, 4.1559, 2.1760], [5.4601, 3.8983, 0.8146], [-1.8045, 3.9015, -3.6570], [-1.5705, 4.3656, -2.5514], [-0.4002, 4.0945, -1.6346], [-0.8737, 4.6280, -0.2321], [-2.0968, 5.5433, -0.5106], [-2.3776, 5.2698, -1.8366], [-0.0350, 3.0789, -1.7878], [0.4717, 4.6945, -1.8953], [-1.1141, 3.6727, 0.2346], [-0.0098, 5.0933, 0.2424], [-3.0194, 5.2569, -0.0056], [-1.8253, 6.5684, -0.2584], [0.0877, -1.2733, -1.0265], [-0.0470, -0.4052, -2.3138], [0.8282, 0.5477, -2.3982], [-0.7631, -0.6841, -3.2457], [0.5227, -0.5868, -0.3002], [0.8903, -1.9736, -1.2574], [-0.8286, -1.8191, -0.8017], [1.4899, 0.7732, -1.6693], [0.9215, 0.8060, -3.3701]],
  "atomic_forces_ev_per_a": [[0.79, 0.70, -0.29], [-1.83, -1.27, 0.22], [-1.91, 2.59, 2.78], [0.28, 0.04, -0.95], [-0.15, -0.51, -1.66], [2.09, -1.15, -1.02], [0.48, 0.99, -0.47], [0.35, 0.18, 0.62], [-0.26, 0.14, 0.65], [0.33, 0.46, -0.92], [0.06, 0.12, -0.05], [0.30, -0.31, 0.15], [0.71, 0.25, -0.24], [0.12, 0.13, 0.15], [-0.19, 0.42, -0.01], [-1.09, -0.20, 0.48], [0.00, -0.43, -0.06], [0.51, -0.98, 0.67], [0.16, -0.63, -0.38], [-0.05, -0.58, 0.64], [-0.42, 0.12, -0.13], [-0.31, -0.09, -0.20], [-1.40, -0.56, 0.30], [0.61, 1.73, -0.17], [1.37, -1.29, -0.03], [-0.63, -0.08, 0.17], [0.62, -0.53, -2.77], [-0.35, 0.58, 1.80], [-0.89, 0.27, -1.92], [-0.41, 0.01, 0.19], [0.14, 0.06, -0.05], [0.12, -0.18, 0.19], [-0.44, 0.27, 0.09], [0.21, -0.63, -0.17], [0.70, 0.46, 0.30], [-0.32, 0.53, 0.23], [-0.70, -0.15, 0.69], [0.40, 0.68, 0.74], [0.28, -0.04, 0.18], [-0.30, 0.12, 0.47], [0.77, -1.07, -0.26], [0.09, -0.06, -0.20], [0.27, 0.00, 0.39], [-0.13, -0.09, -0.21], [-3.65, 1.66, -1.70], [3.28, -0.71, 1.82], [-1.12, 0.42, -0.47], [0.35, 0.83, -1.46], [-0.04, 0.25, -0.47], [0.11, -0.90, 0.76], [-0.56, -0.75, 0.17], [0.88, -0.81, 0.08], [1.31, 0.30, -0.15], [-0.23, -0.51, 1.52], [-0.79, -0.09, -0.20], [0.42, 0.31, 0.29], [2.00, 1.79, 1.53], [-3.14, -1.81, -1.56], [-0.06, 0.29, -0.08], [-0.02, 0.34, 2.80], [2.25, 0.30, 1.13], [-0.71, -1.16, -1.63], [0.13, -0.06, -0.52], [-0.17, -0.29, -0.15], [-0.69, -0.90, -0.09], [0.55, 0.80, -0.68], [0.47, 0.18, -0.15], [-0.29, 0.74, -0.23], [-0.06, 1.54, 2.51], [0.12, 0.08, -0.03], [0.21, 1.08, -0.03], [0.66, -1.90, -0.68], [1.36, -1.66, 0.84], [-1.02, -0.11, -3.86], [-0.38, -0.20, 0.67], [-0.16, 0.24, -0.66], [-0.34, 0.46, 0.93], [-0.42, 0.04, 0.31], [0.31, 0.11, 0.62], [-0.27, 0.24, -0.65], [0.24, 0.94, -1.25], [-0.62, -2.89, 1.42], [1.21, 1.77, -0.50], [-1.30, -0.54, -0.75], [-0.56, -0.35, 0.74], [-0.06, -0.25, -0.06], [0.17, 0.37, 0.33], [0.01, 0.04, -0.51], [0.63, 0.74, 0.12]]
}

---

2.
{
  "formula": "C26H54B2Br4Cl2CsF3MgN2O9S2",
  "method": "the ωB97M-V functional and the def2-TZVPD basis",
  "homo_lumo_gap_ev": 0.98,
  "e_homo_ha": -0.23360,
  "symbols": ["C", "C", "B", "C", "C", "C", "S", "C", "S", "N", "C", "C", "C", "C", "C", "B", "O", "O", "H", "H", "H", "H", "H", "H", "H", "H", "H", "H", "H", "H", "H", "H", "H", "H", "H", "H", "H", "H", "H", "H", "H", "H", "H", "C", "C", "C", "O", "H", "H", "H", "H", "H", "H", "H", "H", "Mg", "C", "Br", "Br", "Br", "H", "Cl", "C", "C", "O", "C", "O", "C", "F", "F", "F", "H", "H", "H", "H", "H", "H", "C", "C", "O", "N", "C", "H", "H", "H", "H", "H", "H", "H", "H", "C", "C", "C", "O", "C", "O", "O", "H", "H", "H", "H", "H", "H", "Cl", "Cs", "Br"],
  "xyz": [[0.4384, -0.7517, -1.9383], [0.5146, 0.3370, -0.7629], [0.9140, 1.8297, -1.2973], [-0.1398, 2.9325, -1.8492], [-1.6893, 2.4763, -1.7957], [-2.3417, 2.8639, -0.3786], [-3.4534, 4.3704, -0.4735], [-5.1636, 3.6781, -0.7040], [-6.4087, 4.4648, 0.0896], [-5.2660, 2.5241, -1.5881], [-5.7057, 1.2893, -0.8969], [-5.4008, -0.0600, -1.7351], [-5.9682, 2.8140, -2.8661], [-7.4563, 2.2559, -3.0019], [2.4969, 2.2274, -1.2247], [3.0398, 3.0440, -2.5059], [3.9174, 2.4886, -3.5005], [2.6436, 4.4316, -2.6729], [-0.3410, -0.4795, -2.7352], [1.4456, -0.8176, -2.4701], [0.1682, -1.7659, -1.4885], [-0.4381, 0.4284, -0.1481], [1.3500, 0.0091, -0.0446], [0.1058, 3.2150, -2.9240], [-0.0595, 3.8518, -1.1669], [-2.2344, 2.9147, -2.6887], [-1.7912, 1.3402, -1.8855], [-1.5589, 2.9687, 0.4524], [-3.0362, 2.0014, -0.0905], [-6.7760, 1.3179, -0.4925], [-5.0452, 1.1902, 0.0393], [-4.2992, -0.0050, -2.0245], [-6.0945, -0.1832, -2.6259], [-5.4868, -0.9797, -1.0547], [-5.3518, 2.5074, -3.7854], [-6.0469, 3.9582, -2.9440], [-8.0395, 2.9622, -3.6949], [-8.0372, 2.2290, -2.0303], [-7.4693, 1.2443, -3.5408], [3.1017, 1.2490, -1.1726], [2.7034, 2.7779, -0.2355], [3.9226, 3.1377, -4.2347], [1.9765, 4.4641, -3.3955], [-1.4292, -5.0461, -1.6550], [-1.6255, -4.0379, -0.5315], [-1.9938, -4.7255, 0.7730], [-2.6543, -3.1069, -0.9088], [-2.3543, -5.6016, -1.8461], [-1.1682, -4.5371, -2.5858], [-0.6362, -5.7600, -1.4129], [-0.7093, -3.4630, -0.3848], [-2.9328, -5.2708, 0.6702], [-2.1430, -3.9922, 1.5692], [-1.2040, -5.4281, 1.0850], [-3.5501, -3.5716, -1.0779], [-2.7787, -7.2447, 0.8692], [6.9284, 1.3252, -4.9986], [7.6525, -0.0318, -3.8221], [8.0462, 2.9083, -5.0470], [6.5853, 0.6311, -6.7779], [5.9686, 1.6255, -4.5834], [-4.8950, -4.3731, -0.0201], [-0.8996, 2.5251, 4.3697], [0.2989, 1.7008, 3.9403], [0.1899, 0.3276, 4.2729], [-0.6487, -0.5291, 3.4441], [-0.3409, -0.4059, 2.1742], [-2.1858, -0.3715, 3.7270], [-2.4258, -0.1516, 5.0611], [-2.8575, -1.5039, 3.4272], [-2.8007, 0.6270, 3.0634], [-1.2497, 2.2292, 5.3600], [-0.6460, 3.5898, 4.3852], [-1.7270, 2.4098, 3.6711], [1.1627, 2.0633, 4.4988], [0.5355, 1.8573, 2.8898], [-0.4464, -1.5133, 3.9116], [3.5460, -5.3281, 0.1860], [2.2431, -4.8244, 0.7118], [1.1846, -4.8474, 0.1433], [2.1534, -4.2907, 2.0562], [2.3371, -2.8090, 2.0877], [3.4273, -5.6238, -0.8552], [4.2993, -4.5383, 0.2450], [3.8688, -6.1917, 0.7721], [2.8331, -4.7510, 2.6650], [1.1846, -4.4908, 2.3277], [3.3328, -2.5694, 1.7123], [2.2406, -2.4904, 3.1249], [1.5590, -2.3462, 1.4762], [6.2135, -0.6374, 1.6209], [5.3403, 0.5700, 1.3819], [5.8718, 1.8301, 1.9969], [4.6748, 2.5814, 2.2241], [3.6790, 1.6748, 2.4064], [2.5881, 1.9375, 2.8311], [4.0782, 0.4274, 2.0449], [7.1712, -0.5379, 1.0750], [6.4248, -0.7688, 2.6873], [5.7042, -1.5517, 1.2890], [5.1475, 0.6904, 0.3112], [6.5503, 2.3664, 1.3342], [6.3660, 1.6709, 2.9598], [8.6803, 0.4679, 0.4229], [-2.7551, 2.4842, 6.6857], [-8.6496, 5.9895, 0.0485]],
  "atomic_forces_ev_per_a": [[-0.22, 0.29, 0.06], [0.45, 0.48, 0.07], [0.58, -0.29, 0.24], [-1.20, -0.29, 0.37], [0.61, -0.21, 0.17], [-0.61, -1.44, -0.78], [-1.24, -1.15, 0.49], [0.55, -1.07, -1.29], [1.23, 0.19, 0.46], [-0.29, 0.59, 0.57], [0.61, -1.67, 1.36], [0.27, 0.55, 0.66], [-0.82, 1.37, -1.01], [-0.26, 0.22, -0.99], [1.07, -0.91, -0.34], [0.49, 0.68, -0.04], [-1.81, 1.14, 0.96], [-0.42, -1.84, -0.80], [1.01, -0.46, 1.19], [-1.25, -0.01, 0.71], [0.33, 1.33, -0.77], [1.04, -0.62, -0.74], [-1.32, 0.43, -0.85], [-0.14, -0.12, 1.34], [0.19, -0.94, -1.23], [0.34, -0.37, 1.35], [0.27, 1.53, 0.07], [-1.23, 0.20, -1.23], [1.00, 1.28, -0.20], [1.25, 0.10, -0.77], [-0.96, 0.22, -1.22], [-1.51, -0.13, 0.01], [1.08, 0.16, 1.08], [-0.09, 1.42, -0.91], [-0.74, 0.15, 1.50], [0.19, -1.60, 0.09], [0.91, -0.94, 0.99], [0.85, -0.07, -1.14], [-0.04, 1.35, 1.11], [-0.83, 1.26, 0.15], [-0.40, -0.51, -1.40], [0.30, -0.42, 0.53], [0.70, 0.32, 0.67], [0.23, -0.17, -0.04], [-1.69, 0.37, -1.05], [0.94, -0.08, 0.66], [0.74, -0.24, -0.42], [-0.05, 0.08, 0.10], [0.01, -0.02, 0.12], [0.03, -0.02, -0.08], [-0.20, 0.11, 0.04], [-0.44, 0.66, -0.19], [-0.15, -0.13, 0.02], [0.36, 0.16, 0.00], [1.55, 0.44, 0.74], [-0.44, 0.11, -0.17], [-0.05, -0.09, 0.23], [-0.10, 0.36, -0.21], [-0.18, -0.30, -0.03], [0.07, 0.12, 0.20], [0.22, -0.09, -0.07], [-1.20, -1.04, 0.20], [-0.06, 0.12, -0.38], [0.01, -0.12, 0.28], [-0.75, 0.23, 1.11], [1.07, 0.41, -1.83], [-0.80, -0.55, 0.51], [0.40, -0.20, -0.49], [-0.37, 0.26, 0.49], [0.31, 0.37, 0.10], [-0.05, -0.15, 0.13], [2.06, -0.24, -1.90], [0.09, 0.02, 0.10], [-0.16, 0.00, 0.08], [-0.07, -0.16, -0.08], [-0.38, -0.18, 0.10], [0.05, -0.32, 0.25], [0.05, 0.39, 0.16], [-1.36, -0.84, -2.29], [1.02, -0.11, 0.20], [0.21, -0.08, 1.00], [0.23, 0.97, 0.09], [-0.13, 0.06, 0.15], [0.12, -0.12, 0.09], [0.10, 0.08, 0.05], [-0.20, 0.09, 0.25], [0.18, -0.05, 0.33], [-0.09, 0.04, 0.05], [-0.03, 0.13, -0.15], [-0.03, 0.07, 0.16], [-0.70, -0.67, 0.28], [1.23, -1.01, -0.18], [0.74, 0.39, -0.38], [-0.91, -0.41, 0.26], [-0.15, 0.14, 0.01], [1.29, 0.00, -0.54], [-0.75, 0.78, 0.35], [-0.49, -0.05, 0.26], [-0.01, 0.17, -0.02], [-0.12, 0.02, -0.12], [0.02, 0.13, 0.05], [-0.14, -0.03, 0.09], [-0.02, -0.16, -0.10], [0.86, 0.55, -0.48], [-2.14, 0.09, 1.80], [0.28, -0.47, -0.40]]
}